Record 1
Formula: C15H24N2O6S2
Source: the OMol25 dataset
Level of theory: the ωB97M-V functional and the def2-TZVPD basis

Calculated values
- LUMO (eV) = 0.640
- multiplicity = 1
- HOMO level (eV) = -8.26
- orbital gap (eV) = 8.9
- SMILES = COCCOCCN(CCOC)Cc1cc2cc(S(N)(=O)=O)oc2s1

Cartesian coordinates (Å):
C  2.5444  -3.0216  -0.8905
O  2.7425  -2.1207  0.1920
C  3.5542  -2.7496  1.2257
C  4.1726  -1.8105  2.1578
O  3.3540  -1.1445  3.0472
C  2.5438  -0.0481  2.6007
C  1.6867  0.6442  3.7025
N  0.7867  1.6472  3.1364
C  -0.5065  1.9113  3.7905
C  -1.9129  1.3109  3.4174
O  -2.3192  1.7065  2.1170
C  -3.6728  1.2588  1.6759
C  1.2999  2.6846  2.2626
C  0.9202  2.3170  0.8598
C  0.1471  1.2055  0.3788
C  -0.0559  1.3976  -1.0250
C  -0.7756  0.8726  -2.0817
C  -0.7121  1.8220  -3.1210
S  -1.6089  1.8900  -4.8389
N  -0.3918  1.6898  -5.8689
O  -2.5484  0.7448  -5.0839
O  -2.0837  3.2430  -5.1536
O  0.1232  2.7929  -2.7765
C  0.4881  2.6042  -1.4705
S  1.3914  3.4743  -0.3271
H  3.2845  -3.8426  -1.0010
H  2.4992  -2.5034  -1.8843
H  1.6076  -3.4637  -0.7601
H  4.5110  -3.2427  0.7686
H  2.9674  -3.4819  1.7391
H  4.8661  -1.0455  1.7923
H  4.8486  -2.4126  2.7712
H  1.9878  -0.3777  1.7475
H  3.2743  0.5971  2.2234
H  1.1659  -0.1029  4.2754
H  2.3765  1.2390  4.3647
H  -0.5509  2.9434  3.7637
H  -0.5584  1.6158  4.9140
H  -1.8296  0.1813  3.5414
H  -2.6559  1.5727  4.1560
H  -4.1183  1.9153  0.8554
H  -3.5963  0.3069  1.3075
H  -4.3431  1.2953  2.5050
H  2.4534  2.6506  2.2610
H  0.9974  3.6763  2.4400
H  -0.1299  0.3694  1.0265
H  -1.4367  0.0379  -2.0272
H  -0.1636  2.6180  -6.2546
H  -0.6941  1.0613  -6.5224

Mulliken population analysis, charges in e, atoms 1 to 5:
1 C -0.8200
2 O -0.2566
3 C -0.3218
4 C -0.7689
5 O -0.4049

Record 2
Formula: C15H24N4OP2Yb
Source: the OMol25 dataset
Level of theory: the ωB97M-V functional and the def2-TZVPD basis

Calculated values
- ΔE to the lowest compared entry with this formula, charge and spin (kcal per mole) = 0.0
- net charge = +2
- LUMO (alpha / beta) (eV) = -6.547 / -8.580
- multiplicity = 3
- HOMO level (alpha / beta) (eV) = -14.06 / -13.90
- ⟨S²⟩ = 2.032
- orbital gap (alpha / beta) (eV) = 7.5 / 5.3

Cartesian coordinates (Å):
Yb  -0.2427  0.1841  -0.3218
P  -2.1637  -1.8624  -1.0050
P  0.5792  2.9248  -1.2611
N  0.4415  -1.6399  0.7513
N  1.8721  0.7464  0.5646
H  2.1921  -2.4131  1.6406
H  2.7225  0.1094  2.4484
H  1.1274  -1.4049  2.7262
C  1.5546  -1.4928  1.6933
H  3.3960  -0.6973  1.0033
C  2.4654  -0.2703  1.4382
H  0.6298  -3.8036  0.7846
H  3.5510  1.9828  0.8925
C  0.3868  -2.9095  0.1072
C  2.5730  1.8523  0.3773
H  -1.5898  -3.8091  0.2635
C  -1.0204  -3.2582  -0.5120
H  -0.8668  -3.9751  -1.3318
H  1.1008  3.1569  -2.5704
H  0.3234  4.2886  -0.9816
H  -2.3177  -2.3381  -2.3403
H  -3.3124  -2.5763  -0.6054
O  0.0592  -0.2267  -2.6019
C  1.0304  -0.7875  -3.1979
C  0.8252  -2.1843  -3.7486
C  2.4448  -0.3838  -2.8936
H  1.1969  -3.0105  -0.6179
H  -0.0070  -2.6848  -3.2238
H  0.5988  -2.2938  -4.8083
H  1.7780  -2.7228  -3.6719
H  2.4415  0.2217  -1.9780
H  3.0336  -1.3153  -2.8617
H  2.9375  0.2362  -3.6448
C  2.1729  2.9034  -0.4615
H  2.8866  3.7163  -0.5621
N  -5.6696  3.9023  1.1983
C  -4.7406  3.3096  1.5947
C  -3.6030  2.5839  2.1029
C  -3.3307  2.5077  3.4700
C  -2.2221  1.7927  3.9003
C  -1.4138  1.1749  2.9321
N  -1.6683  1.2493  1.6178
C  -2.7432  1.9351  1.2105
H  -3.9989  3.0092  4.1643
H  -1.9760  1.7100  4.9531
H  -0.5347  0.6040  3.2367
H  -2.8996  1.9586  0.1298

Mulliken population analysis, charges in e, atoms 1 to 5:
1 Yb 0.7164
2 P -0.0387
3 P -0.0932
4 N 0.0279
5 N 0.2221

Record 3
Formula: C15H24N4ORhS4
Source: the OMol25 dataset
Level of theory: the ωB97M-V functional and the def2-TZVPD basis

Calculated values
- ΔE to the lowest compared entry with this formula, charge and spin (kcal per mole) = 21.7
- net charge = +3
- LUMO (eV) = -11.279
- multiplicity = 1
- HOMO level (eV) = -17.52
- orbital gap (eV) = 6.2

Cartesian coordinates (Å):
Rh  -0.4747  -0.7944  0.7725
C  1.9041  -2.6895  2.1666
C  2.5084  -1.5364  1.3853
S  1.5280  -0.0157  1.4028
C  1.3339  0.3617  3.1750
C  -0.0478  0.9336  3.4225
S  -1.4182  -0.0190  2.7151
C  -1.6198  -1.4861  3.7604
C  -0.4553  -2.4595  3.7329
S  0.0829  -2.7572  2.0148
H  2.2995  -3.6266  1.7744
H  2.1465  -2.6625  3.2275
H  3.5160  -1.2855  1.7277
H  2.5777  -1.7719  0.3261
H  1.5594  -0.5274  3.7550
H  2.0871  1.1168  3.4115
H  -0.2333  1.0728  4.4891
H  -0.1479  1.9109  2.9467
H  -1.8199  -1.1193  4.7695
H  -2.5431  -1.9410  3.3964
H  0.3811  -2.1131  4.3338
H  -0.7672  -3.4262  4.1311
C  -0.0886  -2.8477  -3.1906
S  1.0780  -2.2378  -1.9942
O  0.2428  -2.1811  -0.6570
C  1.3939  -0.6022  -2.5510
C  2.7335  -0.2648  -2.7213
C  3.0516  1.0048  -3.1848
C  2.0398  1.9126  -3.4581
C  0.7023  1.5619  -3.2819
C  0.3686  0.2972  -2.8338
H  -0.9371  -2.1724  -3.2745
H  -0.3992  -3.8384  -2.8637
H  0.4479  -2.9208  -4.1376
H  3.5147  -0.9872  -2.5164
H  4.0865  1.2778  -3.3384
H  2.2912  2.8965  -3.8311
H  -0.0784  2.2709  -3.5223
H  -0.6698  0.0013  -2.7581
N  -3.8225  3.7906  -2.6201
C  -3.3315  3.3121  -1.4914
N  -3.7112  3.8244  -0.3241
N  -2.4492  2.3059  -1.6015
C  -1.8829  1.5849  -0.7428
N  -1.2724  0.8405  -0.0716
H  -4.4824  4.5519  -2.6457
H  -3.5446  3.3711  -3.4928
H  -4.3668  4.5885  -0.2679
H  -3.3117  3.4947  0.5359

Mulliken population analysis, charges in e, atoms 1 to 5:
1 Rh 0.5868
2 C -0.8886
3 C -0.2601
4 S 0.2185
5 C -0.6801

Record 4
Formula: C15H24N4ORuS5Si2
Source: the OMol25 dataset
Level of theory: the ωB97M-V functional and the def2-TZVPD basis

Calculated values
- ΔE to the lowest compared entry with this formula, charge and spin (kcal per mole) = 25.1
- net charge = -1
- LUMO (alpha / beta) (eV) = 1.827 / 1.844
- multiplicity = 2
- HOMO level (alpha / beta) (eV) = -4.78 / -4.88
- ⟨S²⟩ = 0.761
- orbital gap (alpha / beta) (eV) = 6.6 / 6.7

Cartesian coordinates (Å):
Ru  -0.9762  -0.4641  0.7948
O  -7.8366  -1.1930  0.1317
C  -6.6438  -1.0776  0.2427
S  -5.6772  -1.9462  1.4468
C  -4.1200  -1.2879  0.9821
C  -4.1110  -0.4097  -0.0375
S  -2.6558  0.3022  -0.6616
S  -5.6570  -0.0134  -0.7698
S  -2.6894  -1.7948  1.8122
N  3.8844  -2.3264  2.1749
C  2.5789  -2.6811  1.9225
C  1.7318  -1.8085  1.2203
N  0.4658  -2.1086  0.9690
C  0.0448  -3.3185  1.3892
C  0.8996  -4.1721  2.0480
N  2.1620  -3.8674  2.3325
H  4.0348  -1.3354  2.2899
H  4.2921  -2.8726  2.9188
H  2.1061  -0.8636  0.8639
H  -0.9702  -3.5939  1.1561
H  0.5453  -5.1416  2.3750
S  1.7472  -0.4386  4.6033
C  0.6657  -0.1847  3.4241
N  -0.1041  0.0342  2.5697
C  -0.9215  2.9953  1.4103
Si  0.0885  2.5623  -0.1199
C  -0.7345  3.3922  -1.5964
C  1.7573  3.4276  0.0983
C  0.4207  0.7356  -0.3724
Si  0.8705  0.1088  -2.0661
C  2.5040  0.9096  -2.5944
C  1.1120  -1.7635  -2.1101
C  -0.3809  0.4652  -3.4260
H  -1.3936  3.9732  1.2824
H  -0.2829  3.0342  2.2946
H  -1.7135  2.2717  1.6145
H  -0.8673  4.4554  -1.3804
H  -1.7133  2.9632  -1.8195
H  -0.1151  3.3126  -2.4904
H  1.6211  4.4717  0.3915
H  2.3334  3.4110  -0.8290
H  2.3539  2.9380  0.8716
H  1.2801  0.5355  0.2740
H  3.2156  0.9361  -1.7660
H  2.3364  1.9411  -2.9139
H  2.9704  0.3759  -3.4262
H  2.0619  -2.0827  -1.6751
H  1.0797  -2.1217  -3.1414
H  0.3083  -2.2573  -1.5572
H  -0.4845  1.5262  -3.6450
H  -1.3685  0.0831  -3.1654
H  -0.0553  -0.0370  -4.3411

Mulliken population analysis, charges in e, atoms 1 to 5:
1 Ru 0.0864
2 O -0.6012
3 C 0.5811
4 S -0.1755
5 C 0.2852

Record 5
Formula: C15H24N8O2STi
Source: the OMol25 dataset
Level of theory: the ωB97M-V functional and the def2-TZVPD basis

Calculated values
- ΔE to the lowest compared entry with this formula, charge and spin (kcal per mole) = 1.3
- LUMO (alpha / beta) (eV) = 0.174 / 0.167
- multiplicity = 3
- HOMO level (alpha / beta) (eV) = -4.60 / -6.85
- ⟨S²⟩ = 2.023
- orbital gap (alpha / beta) (eV) = 4.8 / 7.0

Cartesian coordinates (Å):
Ti  -0.0674  0.2119  -0.0503
N  4.4674  0.0434  0.0814
C  3.0877  -0.0559  0.0333
S  2.1798  1.4052  0.3316
N  2.6437  -1.2387  -0.2659
N  1.2246  -1.3061  -0.4214
C  0.8531  -2.5389  -0.6347
C  -0.5046  -3.0027  -0.8714
C  -0.6634  -4.3715  -1.1513
C  -1.8830  -4.9162  -1.4787
C  -3.0010  -4.0707  -1.5526
C  -2.8798  -2.7266  -1.2802
C  -1.6444  -2.1716  -0.9023
O  -1.5611  -0.8876  -0.6193
H  4.8362  0.8083  0.6180
H  4.9594  -0.8329  0.1419
H  1.6547  -3.2708  -0.6790
H  0.2169  -5.0060  -1.1163
H  -1.9738  -5.9733  -1.6885
H  -3.9681  -4.4743  -1.8293
H  -3.7297  -2.0576  -1.3309
C  -0.0903  0.0284  5.5562
N  0.6014  0.2623  4.2911
C  1.9015  -0.3923  4.2055
C  -0.1462  0.2904  3.1287
N  0.0901  -0.3792  2.0703
N  -1.2252  1.1747  3.1913
C  -1.9256  1.6961  2.0927
N  -3.0698  2.3359  2.5058
N  -1.4568  1.6383  0.9138
H  0.5618  0.3245  6.3758
H  -0.3535  -1.0283  5.6778
H  -1.0046  0.6116  5.6397
H  2.4967  -0.0821  5.0621
H  2.4159  -0.0778  3.2987
H  1.8211  -1.4867  4.2239
H  0.8810  -1.0016  2.1885
H  -1.2413  1.7703  4.0029
H  -3.5352  1.9202  3.2962
H  -3.7003  2.6314  1.7788
H  -2.1073  1.9809  0.2133
C  -0.3798  2.4521  -3.7186
C  0.0459  1.2982  -2.8733
C  0.7923  0.1286  -3.4105
O  -0.2355  1.3266  -1.6653
H  0.0187  2.3939  -4.7303
H  -0.0524  3.3851  -3.2552
H  -1.4706  2.4914  -3.7821
H  1.0482  0.2421  -4.4626
H  0.2155  -0.7931  -3.2852
H  1.6985  -0.0066  -2.8102

Mulliken population analysis, charges in e, atoms 1 to 5:
1 Ti -0.1045
2 N -0.5208
3 C 0.5280
4 S -0.5306
5 N -1.1619